The following is a quantum chemistry calculation of C15H13ClO9RuS2Te as an isolated structure at a distorted geometry, from OMol25.

Last column: Mulliken charge in e.
Element x y z (Å)
Ru: 1.558 -0.810 -0.558  0.49
O: 2.734 0.446 -2.149  -0.53
S: 3.548 0.638 -0.947  1.29
O: 3.764 -0.610 -0.215  -0.48
O: 4.594 1.601 -0.996  -0.56
S: 1.800 1.240 0.345  -0.21
O: -1.939 -1.932 -2.220  -0.64
Cl: -1.119 -0.776 -2.322  1.73
O: -1.913 0.406 -2.587  -0.67
O: -0.057 -0.911 -3.250  -0.56
O: -0.527 -0.495 -0.934  -0.69
C: 0.651 4.429 -0.767  -1.06
Te: 0.533 2.369 -1.400  0.57
C: -1.346 2.357 -0.379  -0.95
C: -1.572 3.740 0.172  0.57
C: -2.746 4.024 0.865  -0.72
C: -2.962 5.291 1.377  -0.56
C: -2.008 6.285 1.199  -0.55
C: -0.841 6.008 0.510  -0.74
C: -0.617 4.733 -0.004  0.62
H: 0.773 5.075 -1.634  0.46
H: 1.550 4.501 -0.159  0.45
H: -1.256 1.577 0.378  0.50
H: -2.091 2.032 -1.100  0.58
H: -3.488 3.248 0.999  0.48
H: -3.876 5.505 1.915  0.41
H: -2.176 7.276 1.598  0.40
H: -0.097 6.782 0.368  0.46
O: 0.914 -2.119 0.913  -0.90
C: 1.102 -3.112 0.134  1.70
O: 1.535 -2.880 -1.026  -0.92
C: 0.816 -4.496 0.590  0.19
C: 0.366 -4.720 1.886  -0.26
C: 0.101 -6.014 2.307  -0.62
C: 0.287 -7.078 1.435  -0.35
C: 0.734 -6.852 0.140  -0.62
C: 0.998 -5.559 -0.285  -0.28
H: 0.230 -3.876 2.547  0.41
H: -0.250 -6.194 3.315  0.38
H: 0.079 -8.089 1.765  0.39
H: 0.874 -7.684 -0.538  0.39
H: 1.344 -5.357 -1.290  0.41

Atoms 1-6, force components in eV/Å:
Ru -0.62 -1.04 -0.12
O -0.13 -0.46 0.02
S 0.26 1.02 0.18
O -0.19 -0.20 -0.08
O -0.07 -0.19 0.02
S 0.05 0.75 0.05

Output
relative energy (zero: lowest compared OMol25 entry of this formula, charge and spin) = 0.000 eV
gap between HOMO and LUMO = 0.27165 hartree
multiplicity = 1
LUMO energy = -1.6 eV
HOMO level = -8.9901 eV

***

The following is a quantum chemistry calculation of a 2-piece molecular cluster, C8H17O2 overall, from OMol25.

Last column: Mulliken charge in e.
Element x y z (Å)
C: -0.449 5.577 0.891  -1.21
C: -0.779 0.481 4.773  -1.21
C: -1.163 4.389 1.536  -0.33
C: -0.064 1.669 4.128  -0.33
C: -0.265 3.624 2.505  -0.65
C: -0.963 2.434 3.159  -0.65
H: 0.433 5.228 0.328  0.31
H: -0.114 6.284 1.668  0.30
H: -1.120 6.110 0.197  0.36
H: -0.107 -0.052 5.467  0.35
H: -1.114 -0.226 3.996  0.31
H: -1.661 0.830 5.335  0.30
H: -2.056 4.749 2.083  0.29
H: -1.510 3.695 0.746  0.31
H: 0.828 1.309 3.581  0.31
H: 0.282 2.363 4.918  0.29
H: 0.628 3.263 1.959  0.32
H: 0.082 4.317 3.296  0.30
H: -1.855 2.795 3.705  0.30
H: -1.310 1.741 2.368  0.33
O: -0.087 -1.043 -3.059  -0.73
O: 1.609 -1.937 -1.833  -0.73
C: 1.124 -1.263 -2.784  0.53
C: 2.160 -0.584 -3.721  -0.71
H: 2.397 0.416 -3.319  0.15
H: 3.093 -1.171 -3.776  0.24
H: 1.758 -0.467 -4.741  0.24

Atoms 1-6, force components in eV/Å:
C -0.02 0.02 -0.05
C 0.02 -0.05 0.01
C -0.19 -0.09 -0.07
C 0.21 0.04 0.00
C 0.15 0.01 0.01
C -0.13 -0.07 -0.08

Output
relative energy (zero: lowest compared OMol25 entry of this formula, charge and spin) = 0.406 eV
gap between HOMO and LUMO = 0.24966 hartree
multiplicity = 1
LUMO energy = 3.0 eV
HOMO level = -3.7502 eV
charge = -1

***

The following is a quantum chemistry calculation of C17H20BrF3N6RhS as an isolated structure at a distorted geometry, from OMol25.

Last column: Mulliken charge in e.
Element x y z (Å)
Rh: -0.643 0.462 -1.276  -0.16
F: 3.242 4.056 -0.304  -0.24
C: 3.685 3.430 -1.414  0.63
F: 3.308 4.179 -2.465  -0.23
F: 5.044 3.527 -1.366  -0.32
C: 3.242 2.000 -1.501  0.02
C: 4.188 0.994 -1.425  -0.27
C: 3.790 -0.334 -1.466  -0.93
C: 2.435 -0.596 -1.578  0.16
N: 1.516 0.360 -1.653  -0.32
C: 1.870 1.673 -1.618  0.30
S: 0.544 2.764 -1.663  -0.47
H: 5.235 1.250 -1.329  0.45
H: 4.506 -1.143 -1.414  0.41
H: 2.055 -1.611 -1.611  0.26
C: -2.177 1.309 4.055  -1.07
N: -1.868 0.259 3.092  0.06
C: -0.772 -0.575 3.550  -0.94
C: -1.732 0.716 1.752  -0.01
N: -0.692 0.719 1.037  -0.02
N: -2.968 1.151 1.264  -0.03
C: -3.295 1.682 0.023  0.35
N: -4.543 2.332 0.093  -0.58
N: -2.602 1.534 -1.027  -0.21
H: -2.357 0.853 5.029  0.40
H: -3.075 1.854 3.770  0.28
H: -1.355 2.031 4.154  0.34
H: -1.067 -1.052 4.484  0.30
H: 0.152 -0.007 3.733  0.41
H: -0.564 -1.350 2.815  0.21
H: 0.135 0.419 1.541  0.12
H: -3.751 0.956 1.864  0.31
H: -4.605 2.989 0.858  0.21
H: -4.790 2.774 -0.780  0.26
H: -2.951 2.061 -1.818  0.07
Br: 3.054 -5.240 -1.158  -0.28
C: 1.542 -4.069 -1.201  0.01
C: 1.015 -3.657 -2.420  -0.49
C: -0.075 -2.811 -2.451  -0.62
C: -0.694 -2.319 -1.269  1.27
C: -0.133 -2.799 -0.053  -0.40
C: 0.959 -3.643 -0.016  -0.41
H: 1.464 -3.999 -3.344  0.35
H: -0.460 -2.477 -3.407  0.29
H: -0.580 -2.470 0.879  0.21
H: 1.361 -3.976 0.933  0.39
C: -1.800 -1.410 -1.293  -1.80
H: -2.379 -1.391 -2.214  0.38
H: -2.415 -1.405 -0.392  0.31

Atoms 1-6, force components in eV/Å:
Rh -0.48 1.36 -0.88
F 0.03 0.00 -0.06
C 0.00 -0.06 0.02
F 0.01 -0.01 0.04
F -0.05 0.01 0.00
C 0.02 0.05 -0.03

Output
relative energy (zero: lowest compared OMol25 entry of this formula, charge and spin) = 0.031 eV
gap between HOMO and LUMO (spin up / spin down) = 0.16935 / 0.14954 hartree
multiplicity = 1
LUMO energy (spin up / spin down) = 2.4 / 2.4 eV
HOMO level (spin up / spin down) = -2.2425 / -1.7026 eV
charge = -1

***

- What is the multiplicity in the second record?
  1

***

- Look up the relative energy (zero: lowest compared OMol25 entry of this formula, charge and spin) of the second one.
  0.406 eV

***

- Which value of multiplicity does entry 2 give?
  1